[1]
# C38H43BBiN13S

C38H43BBiN13S as an isolated structure (wB97M-V/def2-TZVPD, OMol25).

Last column: Mulliken spin population.
Positions of all 97 atoms, in Å:
Bi -0.9655 0.3636 -0.3489  -0.0620
N -2.4787 3.0890 2.9214  0.0256
C -1.9415 2.1034 2.0012  0.0459
S -2.4717 2.3667 0.2394  0.0660
N -2.4816 0.8175 2.4728  0.0060
N -2.2548 -0.1255 1.6546  -0.0125
C -2.6468 -1.3713 1.8436  0.0017
C -2.3359 -2.3274 0.8363  0.0000
C -2.7308 -3.6734 0.9473  0.0015
C -2.3898 -4.5658 -0.0378  -0.0017
C -1.6219 -4.1415 -1.1213  0.0016
C -1.2510 -2.8191 -1.1656  -0.0021
N -1.6392 -1.9289 -0.2479  0.0074
H -2.3309 4.0243 2.5623  0.0032
H -3.4782 2.9305 2.9949  -0.0002
H -3.1869 -1.6433 2.7418  -0.0011
H -3.2971 -3.9819 1.8155  0.0000
H -2.7029 -5.5998 0.0416  -0.0001
H -1.2814 -4.8171 -1.8906  0.0001
H -0.6092 -2.4428 -1.9538  -0.0012
C 2.3029 -0.9381 3.1325  -0.0014
C 1.0295 -1.1176 2.5679  0.0082
N 1.1152 -1.4142 1.2809  0.0062
N 2.4314 -1.4579 0.9874  -0.0003
C 3.1649 -1.1686 2.0833  0.0015
B 2.9044 -1.9839 -0.3963  -0.0004
N 2.2420 -1.1770 -1.5215  -0.0007
C 2.4023 0.1354 -1.7908  0.0034
C 1.7868 0.4077 -2.9890  -0.0041
C 1.2680 -0.8344 -3.3901  -0.0003
N 1.5526 -1.7829 -2.5134  0.0003
N 2.5912 -3.4810 -0.5557  0.0000
C 3.3077 -4.3785 -1.2664  0.0000
C 2.6470 -5.5830 -1.2197  0.0000
C 1.5111 -5.3098 -0.4379  0.0000
N 1.4816 -4.0473 -0.0512  -0.0001
N 4.4489 -1.8498 -0.4585  0.0001
C 5.3384 -2.5788 0.2493  0.0000
C 6.6028 -2.1444 -0.0727  0.0000
C 6.3746 -1.1227 -1.0112  0.0000
N 5.0831 -0.9533 -1.2380  0.0000
H 2.5589 -0.6881 4.1475  0.0006
H 0.0581 -1.0453 3.0346  -0.0037
H 4.2396 -1.1484 2.0432  0.0001
H 2.9786 0.7652 -1.1363  0.0023
H 1.7237 1.3491 -3.5040  -0.0001
H 0.6884 -1.0688 -4.2690  0.0001
H 4.2155 -4.0941 -1.7709  0.0000
H 2.9433 -6.5101 -1.6785  0.0000
H 0.7141 -5.9732 -0.1400  0.0000
H 5.0043 -3.3587 0.9126  0.0000
H 7.5396 -2.5146 0.3046  0.0000
H 7.0912 -0.5092 -1.5338  0.0000
C 0.0824 4.3428 0.9728  0.0374
C 0.5302 3.2122 1.8976  0.0012
C 1.8389 2.6377 1.3124  0.0717
C -0.4387 2.0668 2.0260  0.6182
C 0.8134 3.7129 3.3229  0.0812
C 1.3917 2.8466 4.2529  0.0065
C 1.6536 3.2584 5.5474  -0.0011
C 1.3431 4.5514 5.9484  0.0098
C 0.7714 5.4209 5.0369  -0.0027
C 0.5111 5.0048 3.7374  0.0224
H -0.0621 3.9602 -0.0360  -0.0107
H 0.8524 5.1166 0.9472  -0.0006
H -0.8598 4.8053 1.2645  -0.0013
H 1.6850 2.3639 0.2668  -0.0108
H 2.1676 1.7415 1.8432  -0.0076
H 2.6363 3.3835 1.3594  0.0015
H -0.0225 1.2229 2.5600  0.0285
H 1.6375 1.8320 3.9622  -0.0029
H 2.1000 2.5647 6.2484  -0.0002
H 1.5436 4.8727 6.9624  0.0008
H 0.5213 6.4317 5.3340  -0.0001
H 0.0618 5.7038 3.0465  0.0003
C -5.7472 -0.1132 -3.5777  0.0001
N -4.9576 -0.7340 -2.5378  0.0005
C -4.9594 0.0683 -1.3275  -0.0004
C -3.6092 -1.1059 -2.9610  0.0026
C -2.7113 0.0487 -3.3645  0.0108
C -2.8348 0.5333 -4.6692  0.0016
C -2.1484 1.6545 -5.1020  -0.0019
C -1.3190 2.3218 -4.2141  0.0037
C -1.1682 1.8266 -2.9291  0.0001
C -1.8295 0.6808 -2.4827  0.0512
H -6.7783 -0.0144 -3.2325  0.0000
H -5.7457 -0.7414 -4.4714  0.0000
H -5.3911 0.8895 -3.8646  0.0000
H -5.9855 0.1827 -0.9729  -0.0004
H -4.5300 1.0701 -1.4653  0.0017
H -4.3871 -0.4330 -0.5451  0.0001
H -3.7062 -1.7979 -3.8031  0.0001
H -3.1664 -1.6563 -2.1376  0.0004
H -3.4951 0.0132 -5.3552  0.0004
H -2.2645 2.0074 -6.1194  -0.0001
H -0.7808 3.2092 -4.5242  0.0002
H -0.4889 2.3556 -2.2625  -0.0019

HOMO level (alpha / beta) ... -4.538 / -4.537 eV
Spin multiplicity ... 2
HOMO-LUMO gap (alpha / beta) ... 7.12 / 6.70 eV
Lowest unoccupied orbital energy (alpha / beta) ... 2.58 / 2.16 eV
Total charge ... -1

[2]
# C7H11N

The molecule C7H11N at a distorted geometry (wB97M-V/def2-TZVPD, OMol25).

Last column: Mulliken charge in e.
Positions of all 19 atoms, in Å:
C 0.8343 -1.5698 -1.6928  -0.8190
C 0.0563 -0.2347 -1.5860  -1.1013
C -0.4068 0.1410 0.0365  1.8697
C 1.0927 0.0756 0.5365  -0.8624
C -0.2848 1.7281 0.2567  -0.9489
C -1.2672 -0.5880 0.8675  -2.0458
C -1.9189 -1.2649 1.5109  0.7740
H 1.6591 -1.5614 -0.7520  0.2946
H 1.5130 -1.7177 -2.7353  0.2378
H -0.1834 -2.1554 -1.7089  0.3049
H -0.6902 -0.3783 -2.6597  0.2665
H 0.6582 0.5079 -1.9795  0.4442
H 1.7528 0.0656 -0.3887  0.4282
H 1.3363 -0.4818 1.4084  0.3376
H 1.7345 2.4154 0.3968  0.2851
H -1.1414 2.0331 0.5679  0.5305
H -0.0050 2.0994 -0.7441  0.2794
H -2.3772 -2.0447 2.2785  0.3745
N 1.0157 1.6420 0.9629  -0.6495

HOMO level ... -8.808 eV
HOMO-LUMO gap ... 9.67 eV
Lowest unoccupied orbital energy ... 0.86 eV
Total charge ... 0

[3]
# C11H18AlBr3CaCl2F5LiN2O13P2SV

C11H18AlBr3CaCl2F5LiN2O13P2SV as an isolated structure at a distorted geometry (wB97M-V/def2-TZVPD, OMol25).

Last column: Mulliken charge in e.
Positions of all 61 atoms, in Å:
C 0.5826 1.1475 2.5001  -0.8620
S 0.2394 0.4971 0.7911  1.2642
O 1.4539 0.3750 -0.0864  -0.5476
O -0.6753 1.5349 0.1093  -0.6634
C -0.7655 -1.0418 0.9461  -0.1314
C -2.3122 -0.9277 0.7095  -0.4019
N -3.2112 -2.1045 0.7879  0.3092
P -4.9640 -1.8785 0.5618  0.5763
N -5.3340 -1.4008 -0.9389  -0.7637
C -2.6925 -3.4552 1.0832  0.0778
C -1.1673 -3.6665 1.3351  -0.8535
C -0.1436 -2.4446 1.2999  0.3030
C 1.3904 -2.6651 1.6046  0.4445
O 1.7978 -3.8758 1.7565  -0.6424
O 2.3594 -1.6374 1.7818  -0.3440
H 0.0657 2.1800 2.5899  0.3188
H 1.7202 1.2306 2.6585  0.2985
H 0.0854 0.4227 3.2380  0.2785
H -2.7393 0.1104 0.4844  0.3825
H -5.6020 -3.1496 0.8818  -0.4939
H -5.3281 -0.8550 1.5270  0.0987
H -5.7815 -0.4682 -0.7933  0.2678
H -3.3724 -4.3677 1.1493  0.1068
H -0.8262 -4.7284 1.5667  0.3301
H 2.7868 -1.4038 0.9025  0.3564
F 0.2505 2.9268 -3.2624  -0.3995
Al -0.5978 4.2773 -2.5011  0.6965
F -0.9068 5.5394 -3.7066  -0.4087
F 0.4182 4.9525 -1.1828  -0.2540
F -2.1403 3.7088 -1.8239  -0.3444
O 7.5433 0.0889 1.0142  -1.1282
V 5.9774 -0.4743 0.4696  1.2954
O 4.4107 -1.0382 -0.0706  -1.1763
C -5.1251 -2.4680 4.7022  -0.5296
Cl -4.9264 -4.1211 5.3020  -0.1956
Cl -5.1884 -2.4303 2.9293  0.0404
H -6.0539 -2.0571 5.0980  0.3301
H -4.2820 -1.8654 5.0383  0.2876
C 9.8195 2.7757 0.2308  -0.1116
Br 10.6624 1.7864 -1.2107  -0.0221
Br 11.1255 3.4581 1.4980  -0.1061
Br 8.6629 4.1831 -0.4386  0.0009
H 9.1846 2.0698 0.7741  0.2028
O -4.8789 4.5147 -2.3694  -0.8025
H -3.9826 4.7812 -2.2167  0.2445
Ca 0.7153 5.7888 0.4484  1.0379
O 6.1504 3.4529 -4.6687  -0.2716
C 6.0651 3.7650 -3.3865  0.2206
C 4.7890 3.0051 -2.7322  -0.0766
O 4.6936 3.3356 -1.4544  -0.7053
H 5.9350 4.8341 -3.1394  0.1818
H 6.9232 3.4980 -2.7492  -0.0792
H 4.9345 1.9360 -2.9647  0.1932
H 3.9294 3.2540 -3.3792  0.1521
F 7.8625 3.4051 -5.6125  -0.5961
Li -6.2798 -4.7684 1.5249  0.7996
O -9.2180 -4.4865 -1.7964  -0.4759
P -8.6501 -5.9089 -1.7184  0.8319
O -9.7986 -6.9235 -1.7668  -0.5312
O -7.8682 -6.0776 -0.4098  -0.5583
O -7.7224 -6.1452 -2.9151  -0.4522

HOMO level ... -0.549 eV
HOMO-LUMO gap ... 1.49 eV
Lowest unoccupied orbital energy ... 0.94 eV
Total charge ... -3

[4]
# C2H3BF2O

A 2-piece molecular cluster, C2H3BF2O overall at a distorted geometry (wB97M-V/def2-TZVPD, OMol25).

Last column: Mulliken charge in e.
Positions of all 9 atoms, in Å:
B 0.8594 -1.2083 0.7486  0.4594
C 1.1203 1.5908 0.0340  0.5229
C -0.0895 0.8108 0.0478  -0.7591
O 1.5685 2.3389 0.8539  -0.4930
F 1.6800 1.5218 -1.2208  -0.2385
F 1.4271 -1.6465 1.8987  -0.2149
H -0.8556 0.9593 0.7193  0.3871
H 0.8694 -1.7929 -0.2772  0.0126
H -0.6744 0.5277 -0.8122  0.3236

HOMO level ... -9.972 eV
HOMO-LUMO gap ... 9.44 eV
Lowest unoccupied orbital energy ... -0.53 eV
Total charge ... 0

In the order shown, the computed E values come out to -76828.0110, -8918.8694, -370380.1679, -10280.0964 eV.